No. 1
Entry from OMol25: 2 unconnected molecules or ions with the total composition H3PS2 (ωB97M-V with the def2-TZVPD basis set).

Summary:
energy relative to the best compared isomer or geometry (same formula, charge and spin) = 112.28 kJ/mol
HOMO-LUMO gap = 0.273 Ha
HOMO level = -0.3275 Eh
structure (SMILES) = P=S.S

```
! wB97M-V def2-TZVPD RIJCOSX def2/J DEFGRID3
* xyz 0 1
S -1.527 -2.665 0.361
S 1.250 1.146 -0.725
P -2.330 -0.908 0.245
H 1.996 2.214 -0.979
H -1.659 -0.250 1.313
H 2.271 0.462 -0.215
*
```

Atomic partial charges in e from the natural (NBO) method, atoms 1 to 2: number 1, S, carries -0.34; number 2, S, carries -0.29

No. 2
Entry from OMol25: 3 unconnected molecules or ions with the total composition C10H21BO4 in a non-equilibrium geometry (ωB97M-V with the def2-TZVPD basis set).

Summary:
HOMO-LUMO gap = 0.341 Ha
HOMO level = -0.3323 Eh
structure (SMILES) = CCOC(C)=O.CCOC(C)=O.BC=C

```
! wB97M-V def2-TZVPD RIJCOSX def2/J DEFGRID3
* xyz 0 1
O -0.094 -0.230 3.265
O -0.144 -2.391 3.713
O 2.885 -1.703 0.058
O 2.028 -0.374 -1.486
C -0.127 2.330 -5.107
C 1.748 2.015 -1.832
C -0.649 -3.522 4.437
C -1.780 -4.191 3.685
C -0.674 -1.159 3.773
C 2.221 -0.730 -0.201
C 1.679 0.149 0.892
C -2.031 -0.974 4.394
C 0.105 3.609 -5.673
C 1.111 0.643 -1.909
B -1.083 4.122 -6.657
H -0.952 4.102 -7.830
H -2.102 4.482 -6.151
H 1.384 -0.482 1.727
H 0.185 -4.220 4.527
H 2.461 0.836 1.217
H -2.124 -5.080 4.219
H 2.031 2.271 -0.809
H 0.687 1.554 -4.989
H -2.630 -3.519 3.552
H 0.865 0.420 -2.948
H 0.173 0.581 -1.351
H 2.662 2.044 -2.429
H -1.213 2.130 -4.838
H -2.055 -0.002 4.887
H 1.062 2.780 -2.202
H -2.271 -1.711 5.158
H -2.789 -1.000 3.610
H 0.793 0.712 0.607
H -0.927 -3.241 5.455
H -1.451 -4.487 2.687
H 1.019 4.234 -5.455
*
```

Atomic partial charges in e from the natural (NBO) method, atoms 1 to 2: number 1, O, carries -0.59; number 2, O, carries -0.50

No. 3
Entry from OMol25: a single C4H9N3O molecule in a non-equilibrium geometry (ωB97M-V with the def2-TZVPD basis set).

Summary:
energy relative to the best compared isomer or geometry (same formula, charge and spin) = 460.94 kJ/mol
HOMO-LUMO gap = 0.327 Ha
HOMO level = -0.3019 Eh
structure (SMILES) = C=C(N)/C(C)=[N+](\N)[O-]

```
! wB97M-V def2-TZVPD RIJCOSX def2/J DEFGRID3
* xyz 0 1
O 0.212 1.749 -1.719
N -0.379 1.138 -0.740
N -0.805 1.921 0.348
N -1.187 -0.590 1.548
C 0.498 -0.724 -1.783
C -0.145 -0.158 -0.595
C -0.071 -0.778 0.742
C 1.015 -1.459 1.136
H 1.091 -1.847 2.139
H 1.255 0.223 -1.980
H -1.214 2.762 -0.050
H 0.648 -1.796 -1.726
H -0.050 -0.459 -2.690
H -1.679 0.281 1.414
H -0.006 2.155 0.933
H 1.892 -1.530 0.519
H -1.076 -0.889 2.504
*
```

Atomic partial charges in e from the natural (NBO) method, atoms 1 to 2: number 1, O, carries -0.58; number 2, N, carries 0.19

No. 4
Entry from OMol25: 2 unconnected molecules or ions with the total composition C2HF3O in a non-equilibrium geometry (ωB97M-V with the def2-TZVPD basis set).

Summary:
energy relative to the best compared isomer or geometry (same formula, charge and spin) = 215.80 kJ/mol
HOMO-LUMO gap = 0.332 Ha
HOMO level = -0.3521 Eh
structure (SMILES) = O=C=C(F)F.F

```
! wB97M-V def2-TZVPD RIJCOSX def2/J DEFGRID3
* xyz 0 1
F -0.190 2.292 -1.507
F 0.030 -1.440 -0.777
F -1.481 0.008 0.218
O 1.286 -0.939 2.186
C -0.376 -0.705 0.363
C 0.494 -0.749 1.362
H 0.236 1.533 -1.846
*
```

Atomic partial charges in e from the natural (NBO) method, atoms 1 to 2: number 1, F, carries -0.56; number 2, F, carries -0.32

No. 5
Entry from OMol25: a molecular structure, C21H25HgN5O2P2S3 (ωB97M-V with the def2-TZVPD basis set).

Summary:
energy relative to the best compared isomer or geometry (same formula, charge and spin) = 93.76 kJ/mol
HOMO-LUMO gap (spin up / spin down) = 0.202 / 0.229 Ha
HOMO level (spin up / spin down) = -0.1496 / -0.1774 Eh

```
! wB97M-V def2-TZVPD RIJCOSX def2/J DEFGRID3
* xyz -1 2
Hg -0.858 -2.082 -1.164
S -2.930 -4.265 -0.291
S 7.437 -1.006 -1.304
S -3.570 -2.269 -2.426
P -2.132 0.885 -0.223
P 0.745 2.111 0.465
O -0.075 -2.403 1.240
O -5.316 -3.341 -0.917
N 2.125 -1.497 -0.709
N 0.698 -3.220 1.790
N 2.848 -5.811 2.277
N 0.859 -4.503 -1.458
N 6.556 0.420 0.691
C 4.816 -0.813 -0.420
C -3.054 4.716 1.034
C 2.125 -5.083 1.755
C 1.242 -4.194 1.073
C -3.125 1.241 -1.726
C 3.873 -0.470 0.546
C -3.991 -3.320 -1.160
C 3.029 -1.865 -1.611
C -0.742 3.191 0.621
C -3.413 0.158 0.866
C -3.141 3.399 0.611
C 4.373 -1.538 -1.520
C -0.663 4.520 1.041
C -2.004 2.624 0.405
C 2.106 3.307 0.812
C 0.952 2.046 -1.367
C 2.546 -0.824 0.355
C -5.804 -4.190 0.113
C -1.806 5.279 1.246
C 1.033 -4.381 -0.325
C 6.260 -0.433 -0.302
H 4.135 0.034 1.466
H 0.811 3.028 -1.822
H -4.333 0.745 0.884
H -6.865 -3.962 0.191
H -3.018 0.054 1.877
H -4.120 2.966 0.441
H 0.244 1.335 -1.795
H -2.517 1.811 -2.431
H 5.849 0.870 1.243
H -5.657 -5.239 -0.148
H -3.409 0.295 -2.183
H 2.657 -2.453 -2.442
H -4.027 1.809 -1.493
H 5.075 -1.840 -2.283
H 1.788 -0.572 1.085
H -5.293 -3.994 1.055
H 7.515 0.706 0.790
H 3.045 2.781 0.625
H -3.638 -0.839 0.481
H 0.299 4.977 1.221
H -1.719 6.308 1.572
H -3.953 5.299 1.193
H 2.093 3.609 1.860
H 2.077 4.195 0.177
H 1.960 1.687 -1.584
*
```

Atomic partial charges in e from the natural (NBO) method, atoms 1 to 2: number 1, Hg, carries 0.70; number 2, S, carries -0.27

No. 6
Entry from OMol25: a single C12H21N3O5S molecule in a non-equilibrium geometry (ωB97M-V with the def2-TZVPD basis set).

Summary:
energy relative to the best compared isomer or geometry (same formula, charge and spin) = 9.10 kJ/mol
HOMO-LUMO gap = 0.336 Ha
HOMO level = -0.3136 Eh
structure (SMILES) = CNC(=O)[C@@H](CCSC)NC(=O)[C@@H](CC(=O)O)NC(C)=O

```
! wB97M-V def2-TZVPD RIJCOSX def2/J DEFGRID3
* xyz 0 1
S -3.319 1.309 -2.797
O 1.212 -3.399 3.932
O 2.438 0.068 0.477
O -1.828 0.484 1.601
O 1.348 -1.516 5.053
O 0.967 -1.585 -2.352
N 2.061 -0.075 -3.571
N 0.386 0.204 -0.297
N 0.007 0.167 2.844
C -1.173 0.736 2.587
C 0.730 0.703 -1.654
C -3.975 1.080 -1.098
C 2.616 -1.023 -4.516
C 1.474 -2.082 4.010
C -1.692 0.467 -2.659
C -1.674 1.793 3.555
C -0.559 1.376 -2.239
C 1.919 -1.424 2.722
C 1.239 -0.174 0.640
C 1.278 -0.408 -2.569
C 0.721 -0.794 1.961
H -0.980 2.098 -1.535
H 0.497 0.493 3.662
H 3.441 -1.526 -4.021
H 1.059 -3.737 4.812
H -1.798 -0.391 -2.007
H -1.229 2.776 3.282
H 2.653 -0.622 3.029
H 2.310 0.869 -3.707
H 2.419 -2.167 2.114
H -0.273 2.021 -3.078
H 0.066 -1.588 1.662
H -1.520 0.043 -3.635
H 1.876 -1.800 -4.815
H 3.010 -0.545 -5.377
H -1.433 1.502 4.582
H -3.989 0.049 -0.803
H -3.375 1.674 -0.423
H -0.617 -0.011 -0.180
H -4.995 1.537 -1.036
H -2.741 1.903 3.401
H 1.442 1.514 -1.557
*
```

Atomic partial charges in e from the natural (NBO) method, atoms 1 to 2: number 1, S, carries 0.16; number 2, O, carries -0.68

Question: What is the formula in the first record?
Answer: H3PS2

Question: What is the formula in the fifth record?
Answer: C21H25HgN5O2P2S3

Copy entry 1 word for word.
Entry from OMol25: 2 unconnected molecules or ions with the total composition H3PS2 (ωB97M-V with the def2-TZVPD basis set).

Summary:
energy relative to the best compared isomer or geometry (same formula, charge and spin) = 112.28 kJ/mol
HOMO-LUMO gap = 0.273 Ha
HOMO level = -0.3275 Eh
structure (SMILES) = P=S.S

```
! wB97M-V def2-TZVPD RIJCOSX def2/J DEFGRID3
* xyz 0 1
S -1.527 -2.665 0.361
S 1.250 1.146 -0.725
P -2.330 -0.908 0.245
H 1.996 2.214 -0.979
H -1.659 -0.250 1.313
H 2.271 0.462 -0.215
*
```

Atomic partial charges in e from the natural (NBO) method, atoms 1 to 2: number 1, S, carries -0.34; number 2, S, carries -0.29